1.
Computed, not measured: a structure of composition C18H45B2Cd2F8KN3O8S2 at a distorted geometry, with the ωB97M-V functional and the def2-TZVPD basis.

```
89
Properties=species:S:1:pos:R:3
K -11.25665 20.56000 -5.75862
Cd -8.55260 21.67200 -2.49795
Cd -12.08847 22.80709 0.12538
S -10.94470 22.65225 -2.95876
O -9.67966 23.35476 -2.75044
O -11.81079 22.81863 -1.79457
O -11.61929 22.93677 -4.23381
O -10.40247 21.31849 -3.09514
S -9.83921 21.45986 0.56880
O -11.16902 20.88530 0.44001
O -9.26007 21.01517 1.82374
O -8.98636 21.21825 -0.61750
O -10.12954 22.92957 0.56832
B -8.15634 19.68280 -4.51790
F -8.40235 21.06294 -4.66425
F -9.29740 18.95989 -4.78909
F -7.05369 19.37547 -5.29905
F -7.88481 19.52872 -3.14482
B -14.11472 21.54907 1.31753
F -15.45629 21.93367 1.48827
F -13.83156 21.69097 -0.05726
F -13.20973 22.36241 2.01060
F -13.95999 20.22128 1.71542
C -6.81382 24.11054 -3.99894
C -6.45538 23.72521 -2.55811
N -6.45647 22.28575 -2.28308
C -5.93417 22.19627 -0.88980
C -5.95123 20.78990 -0.28895
C -5.57829 21.50059 -3.16718
C -4.08685 21.92955 -3.21405
H -7.87124 24.01062 -4.25711
H -6.24379 23.63525 -4.79709
H -6.69420 25.18748 -4.15784
H -5.44589 24.14141 -2.45015
H -7.14758 24.17941 -1.85129
H -4.90639 22.56140 -0.80625
H -6.50971 22.76128 -0.15526
H -5.87687 20.91189 0.79129
H -6.87857 20.26114 -0.50116
H -5.14845 20.13396 -0.63753
H -5.98537 21.59621 -4.17012
H -5.53515 20.44419 -2.92131
H -3.58696 21.58718 -2.30522
H -3.95138 22.96263 -3.52261
H -3.55767 21.28821 -3.92632
C -13.44937 17.18529 -2.95940
C -12.89566 18.26337 -3.88158
N -13.76796 18.97142 -4.79413
C -14.93197 19.60660 -4.17574
C -14.57435 20.56921 -3.01532
C -14.17115 18.11262 -5.91095
C -14.67958 18.93935 -7.09375
H -14.12066 17.57325 -2.18988
H -12.66605 16.62972 -2.44893
H -14.08527 16.48155 -3.50660
H -12.32403 19.01090 -3.31878
H -12.09061 17.87082 -4.51490
H -15.61210 20.08665 -4.87816
H -15.55967 18.78282 -3.79460
H -15.42501 20.97019 -2.47489
H -13.92167 20.00345 -2.35055
H -13.93245 21.37379 -3.38221
H -14.84507 17.30532 -5.59807
H -13.27165 17.62205 -6.29667
H -13.98871 19.76294 -7.26913
H -15.63178 19.42151 -6.85670
H -14.92870 18.31633 -7.95225
C -14.45838 24.66872 -1.50576
C -14.26734 24.94754 -0.02263
N -12.91188 24.80119 0.52408
C -12.85785 25.30797 1.89336
C -11.47747 25.22053 2.56887
C -11.97007 25.57916 -0.33354
C -12.15995 27.10485 -0.39381
H -14.09126 23.67271 -1.74709
H -13.88760 25.31686 -2.17502
H -15.49571 24.72592 -1.83331
H -14.78251 25.87117 0.28004
H -14.87091 24.21800 0.53326
H -13.53532 24.76284 2.54935
H -13.18482 26.35417 1.96826
H -11.72181 25.35812 3.62637
H -10.69829 25.87762 2.20203
H -11.18495 24.16835 2.56756
H -10.98069 25.41732 0.11372
H -11.68294 25.15356 -1.29210
H -11.50567 27.50359 -1.17282
H -13.16098 27.39331 -0.72221
H -11.90223 27.62731 0.52613
```

M	933.235	g mol⁻¹
energy relative to the best compared isomer or geometry (same formula, charge and spin)	177.4	kJ/mol
orbital gap	6.937	eV
lowest unoccupied orbital energy	1.4	eV
net charge	-1
calculated total energy	-4060.0735	hartree

2.
Computed, not measured: a cluster of 3 separate species, C18H45BIO12P3 in total at a distorted geometry, with the ωB97M-V functional and the def2-TZVPD basis.

```
80
Properties=species:S:1:pos:R:3
C -7.00228 -0.19598 -0.48760
C -5.68371 -0.90713 0.04911
O -5.82991 -2.01134 0.64148
O -4.35549 -0.36953 -0.08187
C -4.24156 0.14209 -1.44551
C -2.73997 0.43352 -1.91688
C -1.61571 -0.42203 -1.14112
C -0.40609 -0.64625 -2.17817
C 0.94398 -1.20732 -1.50842
C 1.55030 -0.03699 -0.59135
P 2.70414 -0.61253 0.80695
C 3.89386 -1.01544 2.25757
C 4.89879 0.26326 2.42536
C 4.41446 1.30109 3.55179
I 3.75556 3.23701 2.71178
C 1.37325 -1.65229 1.67074
B 1.76813 -3.25058 1.73987
O 1.90703 -3.90133 3.03088
O 1.99703 -4.07898 0.58348
H -7.56301 -0.86518 -1.24211
H -7.76965 0.00710 0.35058
H -6.83786 0.79955 -1.01504
H -4.79127 1.15775 -1.46092
H -4.78682 -0.60516 -2.12928
H -2.46350 1.55239 -1.85434
H -2.66655 0.16432 -3.03397
H -1.31970 0.20481 -0.22133
H -1.99619 -1.41971 -0.72574
H -0.78649 -1.41372 -2.95019
H -0.22432 0.33559 -2.76182
H 1.68764 -1.46388 -2.35001
H 0.68578 -2.17064 -0.95586
H 0.77185 0.66175 -0.13331
H 2.19027 0.62540 -1.29607
H 2.79572 0.78392 1.21668
H 3.70523 -1.08891 -0.11002
H 3.36778 -1.11395 3.27323
H 4.47911 -1.99309 2.09250
H 5.93788 -0.10583 2.71385
H 4.99025 0.76568 1.39518
H 3.53740 0.88903 4.15017
H 5.31019 1.57534 4.22422
H 1.23255 -1.33118 2.76151
H 0.33736 -1.61056 1.17166
H 2.72532 -4.44363 2.98143
H 2.52553 -3.61858 -0.10295
C -11.28059 -3.55354 -6.65126
O -10.74159 -2.93257 -5.50604
P -9.41922 -3.51927 -4.58151
O -8.89347 -2.10485 -4.35865
O -8.72073 -4.19793 -5.90096
C -8.15701 -3.37824 -6.91099
O -8.18942 -4.23177 -3.61868
C -8.18334 -3.83893 -2.25211
H -12.36010 -3.41950 -6.65105
H -10.89339 -3.05760 -7.54161
H -11.05760 -4.62092 -6.69230
H -8.34795 -2.31529 -6.74930
H -8.59430 -3.66519 -7.86971
H -7.08178 -3.55538 -6.96207
H -9.18696 -3.93068 -1.82883
H -7.82572 -2.81713 -2.15119
H -7.50621 -4.49847 -1.70740
C 7.45084 3.55691 3.22976
O 8.24487 3.72851 4.38249
P 9.54282 4.84077 4.54375
O 9.16298 5.13871 5.99009
O 8.83077 5.90913 3.52370
C 7.66420 6.60895 3.92410
O 10.91725 5.86956 4.59117
C 11.92229 5.50085 5.52719
H 7.20778 2.50160 3.12189
H 6.51075 4.09257 3.36010
H 7.95203 3.89782 2.32221
H 7.27618 6.26945 4.88669
H 6.89297 6.45214 3.16682
H 7.88153 7.67698 3.97093
H 12.16804 4.44090 5.42178
H 11.59296 5.71029 6.54276
H 12.81484 6.09425 5.32210
```

M	684.184	g mol⁻¹
orbital gap	5.994	eV
lowest unoccupied orbital energy	-2.3	eV
calculated total energy	-2962.0977	hartree
SMILES	CC(=O)OCCCCCC[PH2](CCCI)CB(O)O.COP(=O)(OC)OC.COP(=O)(OC)OC

3.
Computed, not measured: a cluster of 3 separate species, C18H45BN6O8P2 in total at a distorted geometry, with the ωB97M-V functional and the def2-TZVPD basis.

```
80
Properties=species:S:1:pos:R:3
C -0.23320 -4.02893 0.85525
B -0.23647 -2.46133 0.79698
O 0.47828 -1.77113 1.76748
C -0.96050 -1.55149 -0.29711
O -0.95089 -1.93803 -1.68514
C -2.04750 -1.35401 -2.22851
O -2.53166 -1.66338 -3.28273
O -2.55571 -0.38296 -1.36873
C -2.35268 -0.96938 -0.08228
C -3.50107 -1.76907 0.52592
C -3.64247 -3.22773 0.16611
O -4.49566 -3.88654 0.71184
O -2.86065 -3.76333 -0.77518
H -0.28607 -4.49197 -0.12644
H 0.63789 -4.42415 1.36945
H -1.09757 -4.33038 1.45558
H 1.37306 -1.67560 1.41496
H -0.33481 -0.64970 -0.28054
H -2.18791 -0.14455 0.60799
H -3.49248 -1.69602 1.60498
H -4.42500 -1.30146 0.19253
H -2.76998 -4.70584 -0.61027
C -4.49689 3.64232 -7.23492
N -4.22741 4.35185 -6.00419
C -4.80271 5.68438 -5.90474
P -3.55858 3.68436 -4.56594
O -4.75396 3.75881 -3.65007
N -3.37875 1.98161 -4.62272
C -3.12649 1.19199 -5.81380
C -4.15661 1.19213 -3.67201
N -1.90314 3.84591 -5.12283
C -0.94821 3.60935 -4.00751
C -1.49197 5.10135 -5.76631
H -3.60478 3.13700 -7.61540
H -4.78398 4.33257 -8.02880
H -5.30407 2.90817 -7.12245
H -4.02205 6.46002 -5.92067
H -5.37190 5.80903 -4.97942
H -5.48522 5.89536 -6.72598
H -4.04600 1.00128 -6.37943
H -2.70521 0.22163 -5.53722
H -2.39105 1.65350 -6.47003
H -5.20350 1.09375 -3.98812
H -4.13534 1.63690 -2.68192
H -3.74232 0.19499 -3.57323
H -1.01730 4.38886 -3.24230
H 0.07556 3.57982 -4.38110
H -1.14476 2.64998 -3.53180
H -1.69323 5.97954 -5.14593
H -1.97974 5.23291 -6.72944
H -0.42155 5.07096 -5.97468
C 3.99421 -3.74446 5.96607
N 4.66439 -3.06780 4.87783
C 5.31264 -3.93312 3.90394
P 4.53039 -1.39906 4.46770
O 3.75191 -1.56148 3.17863
N 3.32694 -0.57219 5.36121
C 2.89897 -0.91937 6.70203
C 2.23729 0.01652 4.59235
N 5.72940 -0.91555 5.65178
C 6.13380 0.50191 5.44396
C 6.97263 -1.69242 5.76049
H 4.19345 -3.26307 6.92739
H 4.36931 -4.76142 6.08331
H 2.90963 -3.80419 5.81263
H 6.40810 -3.84304 3.95456
H 5.00940 -3.68837 2.88227
H 5.06661 -4.98122 4.06351
H 2.17806 -1.74462 6.70049
H 2.41273 -0.06085 7.17461
H 3.73390 -1.17372 7.35059
H 1.51258 -0.73776 4.26460
H 2.60621 0.54198 3.71628
H 1.70869 0.75403 5.20106
H 6.66882 0.63604 4.49935
H 6.77638 0.83851 6.25725
H 5.26104 1.15244 5.43383
H 7.50170 -1.77680 4.80738
H 6.78515 -2.69099 6.14769
H 7.63981 -1.21330 6.47807
```

M	546.352	g mol⁻¹
orbital gap	7.914	eV
lowest unoccupied orbital energy	0.0	eV
calculated total energy	-2350.8411	hartree
SMILES	CB(O)[C@H]1OC(=O)O[C@H]1CC(=O)O.CN(C)P(=O)(N(C)C)N(C)C.CN(C)P(=O)(N(C)C)N(C)C